1.
Entry from OMol25: 3 unconnected molecules or ions with the total composition C3H14NO2 at a distorted geometry (the ωB97M-V functional and the def2-TZVPD basis).

E_HOMO (eV): -15.5
Relative energy (zero: lowest compared OMol25 entry of this formula, charge and spin) (kcal per mole): 15.3
Charge: +1
Calculated total energy (eV): -8917.1235

```
20
C3H14NO2, DFT the ωB97M-V functional and the def2-TZVPD basis
C 0.9946 0.5620 0.0277
C -0.0361 1.5684 0.5646
C 0.2185 3.0088 0.1837
N 0.5871 -0.8094 0.3753
H 1.8845 0.7766 0.6281
H 1.2725 0.6775 -1.0138
H -1.0013 1.2885 0.1091
H -0.2243 1.3585 1.6208
H 0.3343 3.0630 -0.9072
H 1.1470 3.3991 0.5900
H -0.6591 3.6302 0.3134
H -0.2036 -1.2183 -0.1683
H 0.2893 -1.0171 1.3341
H 1.2932 -1.4747 0.0423
H -1.5003 -3.5065 0.7679
H -0.0836 -3.9129 1.3399
O -0.6612 -3.1910 1.0751
H -1.4843 -0.6680 -2.2891
H -0.9123 -2.0061 -2.6731
O -1.2550 -1.5287 -1.9205
```

---

2.
Entry from OMol25: a molecular structure, C35H36BiCl2N2O2S4 at a distorted geometry (the ωB97M-V functional and the def2-TZVPD basis).

E_HOMO (eV): -9.7
Charge: +1
Calculated total energy (eV): -118175.7827

```
82
C35H36BiCl2N2O2S4, DFT the ωB97M-V functional and the def2-TZVPD basis
Bi -0.9062 0.0111 -0.4523
C -4.9623 -0.3632 -0.1162
C -4.4968 -1.2041 1.0634
S -2.8691 -2.0006 0.7671
C -2.4239 -2.4309 2.4916
C -1.9466 -1.2931 3.3778
S -0.3657 -0.6382 2.7410
C -0.0563 0.8252 3.7771
C -1.0166 2.0050 3.6655
S -1.3840 2.5786 1.9704
C -3.0173 1.7758 1.7776
C -3.7217 2.1562 0.4739
S -3.7768 0.8480 -0.7976
H -5.8795 0.1668 0.1409
H -5.1709 -0.9987 -0.9779
H -5.2083 -2.0152 1.2203
H -4.4331 -0.6130 1.9757
H -1.6352 -3.1754 2.3771
H -3.2999 -2.9100 2.9274
H -1.7778 -1.6789 4.3840
H -2.6798 -0.4898 3.4362
H 0.9442 1.1231 3.4636
H -0.0092 0.4933 4.8154
H -0.5630 2.8565 4.1728
H -1.9720 1.8021 4.1485
H -3.6190 2.0753 2.6359
H -2.8353 0.7052 1.8128
H -3.2173 2.9868 -0.0243
H -4.7482 2.4666 0.6629
Cl -2.5727 1.0246 -7.4618
C -1.0198 0.2516 -7.4239
C -0.7110 -0.6891 -8.3885
C 0.5287 -1.3034 -8.3726
C 1.4265 -1.0166 -7.3581
C 1.1021 -0.0844 -6.3881
Cl 2.2030 0.1500 -5.0720
C -0.1105 0.6287 -6.4296
N -0.4172 1.6441 -5.5312
C 0.3935 2.7778 -5.3419
C 1.3180 3.1572 -6.3148
C 2.1106 4.2760 -6.1403
C 1.9763 5.0507 -5.0001
C 1.0358 4.6980 -4.0481
C 0.2385 3.5706 -4.1991
C -0.8178 3.2585 -3.1666
C -0.6301 1.9647 -2.4003
O -1.5236 1.0607 -2.5040
O 0.3070 1.8174 -1.5769
H -1.4330 -0.9189 -9.1602
H 0.7906 -2.0191 -9.1398
H 2.3850 -1.5138 -7.3031
H -1.3952 1.7509 -5.3132
H 1.3966 2.5771 -7.2251
H 2.8262 4.5491 -6.9043
H 2.5904 5.9298 -4.8596
H 0.9213 5.3118 -3.1626
H -1.8129 3.2379 -3.6169
H -0.7912 4.0461 -2.4117
N -0.1384 -1.7866 -0.9614
C -0.1212 -2.7658 -1.7784
C -0.9356 -2.8066 -3.0191
C -0.4166 -3.3800 -4.1807
C -1.1826 -3.4282 -5.3323
C -2.4666 -2.9036 -5.3388
C -2.9745 -2.2977 -4.1996
C -2.2126 -2.2516 -3.0465
C 0.7174 -3.9456 -1.4523
C 1.8698 -3.7786 -0.6832
C 2.6503 -4.8682 -0.3427
C 2.2748 -6.1454 -0.7390
C 1.1112 -6.3246 -1.4724
C 0.3385 -5.2335 -1.8358
H 0.5866 -3.7851 -4.1837
H -0.7802 -3.8819 -6.2277
H -3.0752 -2.9688 -6.2307
H -3.9652 -1.8618 -4.2128
H -2.6202 -1.8125 -2.1430
H 2.1490 -2.7810 -0.3711
H 3.5521 -4.7239 0.2375
H 2.8886 -6.9969 -0.4773
H 0.8036 -7.3204 -1.7633
H -0.5733 -5.3850 -2.3979
```

---

3.
Entry from OMol25: a molecular structure, C28H30KN11O8S4 at a distorted geometry (the ωB97M-V functional and the def2-TZVPD basis).

E_HOMO (eV): -0.2
Charge: -2
Calculated total energy (eV): -121956.9032

```
82
C28H30KN11O8S4, DFT the ωB97M-V functional and the def2-TZVPD basis
K -1.7562 1.2421 -0.3632
N -4.1512 2.3182 3.5101
C -3.4267 2.3726 2.3524
N -3.3605 1.1544 1.8585
C -3.9649 0.3623 2.8207
N -4.3957 1.0960 3.8937
C -4.2412 -1.0656 2.8042
C -5.3400 -1.4067 3.6076
N -5.9456 -2.5433 3.3771
C -5.2184 -3.5051 2.7391
C -4.0701 -3.1858 2.0178
N -3.6340 -1.9604 2.0639
H -4.5274 3.1371 4.0197
H -3.0285 3.2619 1.8769
H -5.7739 -0.7009 4.2955
H -5.7143 -4.4894 2.6136
H -3.4886 -3.9626 1.4933
S 0.9930 0.3320 -1.9457
C 1.4143 1.9221 -2.2597
C 2.7735 2.1245 -2.3274
N 3.9113 2.3774 -2.5568
C 0.6040 2.9995 -2.4849
S -0.9585 3.1901 -3.1251
C 1.2155 4.3022 -2.2096
N 1.7517 5.3157 -2.1442
C -1.5978 -8.4538 -0.5668
C -0.9900 -7.6452 -1.6821
S -0.4228 -6.0570 -1.0628
O -1.6095 -5.2809 -0.6649
O 0.6438 -6.2579 -0.0944
C 0.3549 -5.2388 -2.4684
C 0.6123 -3.7623 -2.2963
N -0.7105 -2.9934 -2.1844
C -1.1478 -2.2553 -1.1081
N -2.1823 -1.4607 -1.4142
C -2.4950 -1.6961 -2.6915
C -1.5456 -2.6081 -3.2123
N -1.2344 -2.7443 -4.5539
O -0.4243 -3.6837 -4.8203
O -1.8171 -1.9733 -5.3872
C -0.5532 -2.3197 0.2532
H -1.6710 -9.4873 -0.8594
H -2.5463 -7.9780 -0.2633
H -0.8893 -8.4349 0.2477
H -1.7091 -7.4609 -2.5526
H -0.1021 -8.1961 -2.0607
H -0.3793 -5.3006 -3.3139
H 1.2606 -5.7473 -2.8939
H 1.0923 -3.3034 -3.1734
H 1.2725 -3.4618 -1.4113
H -3.2689 -1.1759 -3.1848
H 0.1829 -1.5015 0.4801
H -0.0577 -3.2775 0.4257
H -1.3444 -2.2060 0.9516
C 6.2480 2.5866 -1.3129
C 5.5278 3.1447 -0.1719
C 5.3610 2.3947 0.9928
C 4.5615 2.8912 2.0248
C 4.0893 4.1669 1.8767
C 4.4290 5.0331 0.7579
C 5.1167 4.4905 -0.2788
S 2.8967 4.8563 3.0089
O 2.7818 4.0315 4.2030
O 3.2318 6.2606 3.0437
N 1.5165 4.7650 2.2236
C 0.9220 5.7484 1.2740
C -0.5539 5.4297 1.0277
C -0.8425 3.9771 0.7135
O -0.0519 2.9833 0.8600
O -2.0269 3.8347 0.2368
H 6.4526 1.5405 -1.2118
H 7.1531 3.2649 -1.5499
H 5.5748 2.8176 -2.1521
H 5.6502 1.3686 1.2029
H 4.2828 2.2670 2.8866
H 4.1509 6.0604 0.8023
H 5.4313 5.0987 -1.1231
H 1.1158 3.8266 2.1537
H 1.4149 5.7838 0.2979
H 1.1459 6.7376 1.7094
H -0.8650 6.1325 0.2252
H -1.1021 5.7805 1.9142
```

---

4.
Entry from OMol25: a molecular structure, C37H32ClFIKN9O at a distorted geometry (the ωB97M-V functional and the def2-TZVPD basis).

E_HOMO (eV): -1.8
Relative energy (zero: lowest compared OMol25 entry of this formula, charge and spin) (kcal per mole): 5.9
Charge: -1
Calculated total energy (eV): -94015.4266

```
83
C37H32ClFIKN9O, DFT the ωB97M-V functional and the def2-TZVPD basis
K -0.1588 0.6021 0.2748
C -4.2583 -0.0682 -2.3300
C -4.1831 0.7631 -3.4304
C -3.2214 1.7636 -3.4557
C -2.3737 1.8923 -2.3641
N -2.4513 1.0979 -1.2996
C -3.3650 0.1332 -1.2852
C -1.2669 2.9200 -2.3457
C -1.3059 4.0584 -3.1438
C -0.2315 4.9333 -3.1078
C 0.8427 4.6491 -2.2828
C 0.7872 3.4995 -1.5073
N -0.2447 2.6623 -1.5341
H -4.9707 -0.8802 -2.2788
H -4.8479 0.6257 -4.2741
H -3.1165 2.3983 -4.3244
H -3.3505 -0.5130 -0.4149
H -2.1627 4.2674 -3.7684
H -0.2401 5.8295 -3.7158
H 1.7042 5.3005 -2.2219
H 1.5945 3.2348 -0.8317
N 3.7001 -2.3049 1.2248
C 3.1050 -2.7360 2.3911
C 1.9174 -2.0740 2.4568
N 1.7597 -1.2651 1.3582
C 2.8395 -1.4253 0.6417
C 3.0964 -0.7419 -0.6318
N 2.3574 0.2211 -1.1151
C 2.9252 0.5507 -2.3221
C 3.9941 -0.2495 -2.5786
N 4.1087 -1.0709 -1.4798
H 4.5930 -2.6040 0.8799
H 3.5737 -3.4541 3.0399
H 1.1533 -2.1459 3.2128
H 2.4919 1.3005 -2.9628
H 4.6478 -0.3365 -3.4278
H 4.7204 -1.8632 -1.4141
Cl 1.4489 5.9917 5.3222
C 0.7223 4.6960 4.3929
C -0.6135 4.4599 4.4970
C -1.2286 3.4269 3.7721
I -3.2629 3.1071 4.0282
C -0.5331 2.5575 2.9201
O -1.0504 1.6000 2.2800
C 0.9092 2.8577 2.8009
N 1.6199 2.0782 1.9426
C 2.9070 2.2693 1.8229
C 3.6095 3.2661 2.5268
C 2.9147 4.0815 3.3708
C 1.5239 3.8966 3.5360
H -1.2125 5.0776 5.1534
H 3.4284 1.6206 1.1233
H 4.6768 3.3783 2.3857
H 3.4129 4.8699 3.9189
C -3.0786 -1.3082 4.7769
C -2.7053 -1.7706 3.4080
C -2.7958 -2.9977 2.7836
C -2.2524 -2.7983 1.4932
N -1.8529 -1.5434 1.3473
N -2.1329 -0.9375 2.5247
C -2.0463 -3.7625 0.3696
H -3.7669 -2.0107 5.2458
H -3.5579 -0.3286 4.7478
H -2.1995 -1.2195 5.4188
H -3.2023 -3.9068 3.1959
H -1.8864 0.0520 2.6294
H -2.9323 -4.3763 0.1954
H -1.2168 -4.4405 0.5843
H -1.7820 -3.2220 -0.5419
F 0.8094 -6.6448 -4.6874
C 0.5832 -5.4512 -4.0222
C 0.9353 -5.3222 -2.6927
C 0.7095 -4.1318 -2.0250
C 0.1168 -2.9752 -2.6500
C -0.0734 -1.7835 -1.9715
C -0.2376 -3.1955 -4.0292
C -0.0077 -4.3889 -4.6853
H 1.3837 -6.1637 -2.1741
H 0.9902 -4.0625 -0.9769
H 0.2519 -1.7254 -0.9391
H -0.4953 -0.9041 -2.4458
H -0.7032 -2.3822 -4.5782
H -0.2901 -4.5035 -5.7270
```

---

For each record above, in turn, the calculated frontier orbital gap values are 12.40 6.51 3.11 3.64 eV.